{"formula": "C41H78N2O20S9", "method": "ωB97M-V/def2-TZVPD", "symbols": ["H", "S", "O", "O", "C", "O", "H", "H", "C", "H", "C", "C", "H", "C", "C", "O", "O", "C", "H", "H", "C", "H", "C", "O", "C", "H", "H", "S", "H", "H", "H", "H", "H", "H", "H", "H", "O", "H", "O", "H", "C", "C", "O", "H", "H", "H", "O", "H", "C", "H", "H", "H", "H", "H", "C", "H", "C", "H", "O", "H", "H", "C", "H", "H", "H", "H", "H", "H", "O", "C", "O", "H", "H", "H", "C", "H", "C", "C", "H", "O", "O", "C", "S", "H", "C", "H", "H", "H", "C", "C", "H", "H", "S", "C", "O", "H", "N", "H", "H", "O", "H", "H", "H", "H", "C", "C", "S", "H", "C", "C", "H", "C", "C", "C", "H", "H", "H", "O", "H", "H", "C", "O", "H", "C", "C", "C", "S", "C", "S", "H", "H", "O", "H", "C", "H", "N", "C", "S", "C", "S", "H", "H", "C", "H", "H", "H", "H", "H", "H", "H"], "positions_angstrom": [[8.562, -0.448, 3.754], [-5.036, -3.365, -1.518], [5.362, 3.218, -11.070], [-0.095, -0.295, 1.103], [0.577, 2.938, -5.123], [1.024, 2.357, -6.239], [-7.924, 3.138, -1.587], [7.678, 4.211, -8.600], [-5.888, 3.367, -0.003], [-12.594, -1.324, -0.591], [3.567, 4.097, -8.799], [-4.319, 3.240, 0.564], [0.953, 2.929, -2.474], [9.159, -0.015, 2.949], [-7.307, -1.999, 0.317], [-0.538, -2.220, -0.595], [0.832, 4.386, -4.856], [-7.106, 3.369, -0.749], [11.854, -1.112, 7.655], [-3.809, -2.572, -3.529], [2.344, 0.621, -1.850], [-4.342, -0.077, 2.459], [-2.201, 2.795, -1.050], [7.330, 1.831, 2.606], [-0.323, 1.988, -4.082], [4.175, -0.358, -3.012], [-13.460, -0.277, -1.768], [9.600, -1.369, 6.983], [-1.447, 2.130, -4.456], [-2.603, 3.144, -2.124], [8.916, -0.503, 2.002], [8.021, -2.021, 9.189], [-1.784, 2.814, 1.698], [-2.226, 0.927, 2.083], [1.363, 3.658, 1.621], [7.261, 5.041, -10.140], [-12.544, 1.323, 0.210], [9.780, 3.580, 5.593], [-11.444, 1.700, -2.007], [5.287, 0.908, 1.109], [11.353, -1.321, 6.708], [-0.112, 1.164, 1.272], [9.712, 2.325, 1.901], [1.288, -5.219, 0.598], [1.973, -9.743, 0.987], [3.416, 1.991, -8.319], [0.522, -7.677, 0.018], [-1.984, 3.794, -0.483], [-4.583, -1.088, 3.012], [3.182, 3.978, -9.817], [6.969, -2.912, 7.104], [-9.058, -3.273, 1.104], [6.507, -3.932, 8.476], [10.225, -0.114, 3.159], [0.201, -5.326, 0.524], [1.580, 4.485, -4.192], [-12.486, -0.635, -1.431], [-7.989, -4.120, -0.299], [-10.321, 0.260, -0.252], [-6.833, -1.167, 2.657], [-1.165, 1.951, 3.248], [4.462, 0.797, 0.250], [8.146, 3.486, -10.167], [2.027, 2.958, -7.798], [-11.964, -1.127, -2.254], [-11.250, 3.725, -0.261], [-0.305, -0.117, -2.255], [-12.976, 3.921, 0.029], [0.475, -7.884, 2.512], [-1.258, 0.257, -1.632], [8.951, -1.730, 5.741], [-3.608, -1.743, 2.973], [7.356, 4.211, 3.838], [2.830, 1.875, 1.666], [-5.055, -3.090, 0.339], [3.571, 3.040, -6.912], [-12.024, 3.674, 0.510], [7.351, -3.602, 7.863], [-4.685, -0.451, -2.956], [9.119, 2.134, 4.330], [-2.455, -1.211, 0.599], [-3.514, 2.126, -0.391], [8.759, 1.708, 2.799], [0.757, 1.355, 2.076], [-0.866, 1.853, -1.330], [-0.652, 3.769, -2.746], [7.768, -4.465, 7.336], [1.647, 0.542, -2.785], [-1.389, 1.779, 2.087], [7.390, 4.077, -9.645], [11.674, -2.282, 6.301], [0.140, -6.271, -1.396], [-4.101, -4.152, 1.284], [7.882, 4.169, 4.796], [4.982, 4.222, -8.804], [-11.106, 2.006, 1.548], [4.975, 0.135, -0.975], [-2.789, 1.048, -3.122], [-7.395, -4.057, 1.523], [-1.426, -8.809, 1.118], [0.000, 0.868, -4.175], [-4.314, 1.840, -1.231], [-6.125, -2.894, 2.917], [-4.245, -0.453, -1.127], [8.408, -2.933, 8.722], [-12.079, 2.293, 1.136], [-0.022, -8.512, 1.307], [-11.799, 4.433, 1.266], [3.015, 1.377, 0.604], [-0.203, 2.665, -2.616], [-2.585, -2.777, -2.111], [-7.956, -3.459, 0.687], [-3.663, -2.393, -2.358], [0.911, -9.994, 1.021], [-7.994, -1.156, 0.806], [-1.247, -6.660, -0.383], [3.164, 5.038, -8.410], [9.220, -0.192, 7.735], [-3.874, 4.326, 0.462], [7.252, 3.599, 5.486], [1.764, 1.286, -0.503], [9.585, -2.660, 7.976], [11.561, -0.524, 5.990], [3.116, 2.959, -7.904], [-3.824, -0.737, -2.179], [3.864, 0.117, -1.959], [0.720, 3.684, 0.368], [-5.903, -1.859, 2.372], [-11.510, 0.755, -0.913], [-4.800, -0.875, 4.154], [-0.179, -5.473, 1.539], [6.014, 1.949, -8.978], [-12.790, 2.307, 1.969], [-2.472, -0.012, -2.668], [8.693, -3.614, 9.532], [-5.897, -1.948, 0.863], [0.277, 1.890, -0.155], [-1.151, -0.842, -0.117], [-0.165, -6.496, -0.369], [5.855, 3.187, -9.709], [-4.417, 2.864, 1.668], [0.718, -10.681, 1.848], [9.242, 3.514, 4.642], [0.586, -10.441, 0.080], [-3.381, 1.173, 0.257], [-2.101, -0.617, -3.630], [-0.223, -4.395, 0.135], [7.985, 5.191, 5.171], [9.848, 4.032, 3.892], [-7.373, -1.802, -0.853]], "forces_ev_per_angstrom": [[0.1181, 0.1044, -0.0875], [0.1758, 0.6058, 0.1926], [0.1706, -0.3249, 1.1049], [-1.7548, 1.2647, -2.3414], [2.2190, -3.0693, -4.7549], [-3.4022, 3.9908, 7.6025], [2.1357, 0.7511, 2.5969], [-0.1001, -0.0566, -0.1428], [-7.5275, -0.5067, -5.8663], [0.0471, 0.1602, -0.0954], [-1.1860, -0.4213, 0.2305], [-1.9971, 0.0481, -0.7688], [-2.4022, -1.0595, 0.1311], [-0.0685, 0.0468, 0.1822], [-1.6296, -0.1446, -0.2193], [-1.3409, 5.8871, 1.0317], [0.2531, -3.4131, 0.2850], [9.0153, -0.7316, 4.3221], [-0.1471, -0.0414, -0.1258], [0.0551, 0.0278, 2.6240], [1.1807, 0.8256, 2.9728], [-0.7468, -2.0188, 1.0166], [-1.2696, 0.1108, -0.7192], [1.0255, 0.2194, -0.1031], [-0.4986, 1.9657, -0.3798], [-0.8516, 1.1743, 2.5895], [0.1709, 0.0098, 0.0643], [0.1929, -0.2592, 0.4127], [2.4929, -0.5342, 0.6292], [1.1489, -0.7506, 2.3055], [-0.0150, 0.2432, 0.0460], [0.1643, 0.0082, -0.1378], [0.8361, -2.2782, 0.4791], [1.6018, 2.0927, -0.1211], [-0.7672, -0.8044, -1.3511], [-0.0462, -0.1705, 0.0795], [0.3395, -1.0194, -0.9986], [-0.0116, -0.3503, -0.1943], [0.3349, -0.6732, 0.9413], [-2.0576, -0.2124, -2.0666], [0.0521, -0.1665, 0.0969], [0.9665, 1.6973, 1.6633], [-1.0061, -0.0741, 0.6441], [-0.1275, -0.0099, -0.1171], [-0.1800, 0.0262, 0.0152], [-0.0027, 0.1119, 0.0201], [0.0421, -1.4552, 0.8347], [0.1546, -2.0374, -1.0425], [0.1754, -0.5169, 0.2361], [0.2076, 0.0032, 0.0278], [0.0278, -0.0881, 0.1169], [2.2903, -0.6085, -1.1265], [0.1443, 0.0318, -0.0073], [-0.1764, 0.0852, -0.0257], [-0.0850, 0.1015, 0.2894], [-1.2725, -0.4514, -1.0379], [-0.1519, 0.0155, 0.1235], [-0.0339, 1.2740, 2.2095], [-0.6865, 0.7190, -0.5529], [1.9964, -1.4566, -0.7789], [-0.0792, -0.4870, -2.6735], [-1.3752, 0.2814, -0.0260], [-0.2339, -0.0405, 0.0493], [0.6075, 0.1826, -0.2156], [0.0547, 0.1968, 0.1291], [-0.0853, 0.0050, 0.1254], [-1.9313, 0.5015, 1.9525], [0.0891, -0.0494, 0.1580], [-0.7067, -0.4962, -0.8510], [2.5686, 1.2574, -2.0523], [0.2224, 0.4830, 0.9687], [-2.0480, 1.2073, -0.0825], [0.0850, 0.0129, 0.1142], [0.6733, -1.2754, -2.5778], [0.7926, 0.7564, 1.4534], [-0.1551, 0.0893, -0.1131], [0.1673, 0.1619, -0.2996], [-0.1782, 0.0826, -0.3232], [1.9089, -0.4622, 1.6793], [-0.0476, -0.9345, -0.9713], [3.3251, 2.8735, -2.2906], [-1.7571, 0.2297, 0.1545], [0.2823, -0.3274, 0.3317], [-1.5721, -0.6575, -2.3962], [-0.1626, 1.4463, -0.0961], [0.6576, -2.6658, 0.5848], [-0.0404, 0.0829, 0.1679], [1.7251, 0.0022, 1.8967], [-1.1583, -0.8752, 0.7717], [-0.0358, 0.1669, 0.0979], [-0.1087, 0.1204, 0.0664], [0.0897, -0.3647, 0.1468], [-1.8943, 2.1763, -1.6110], [-0.3267, 0.0487, -0.2044], [1.4550, -0.2718, -0.7260], [-0.0817, -0.1033, -0.1598], [-7.2839, 2.7486, 0.5619], [0.8047, -2.1997, 1.2637], [-0.8367, 1.3342, -1.7051], [1.0152, 0.4940, 0.3697], [-0.4863, 2.3504, -0.0275], [1.9976, 0.6040, 1.7983], [0.8342, 2.0538, -1.2806], [1.2112, -0.6132, -1.9277], [-1.1160, -0.3508, 0.4947], [0.3598, 0.9831, 0.6652], [0.1971, 0.3179, -0.3942], [-0.0506, -0.1340, -0.0282], [0.2095, -1.4738, -3.0617], [1.2191, 0.9353, -0.8773], [-2.1023, 0.7427, -0.0370], [-1.1774, 0.0316, -0.3341], [0.7420, 1.4384, -0.7642], [0.1046, 0.0210, -0.1689], [1.9131, -1.7170, -0.9309], [0.1221, -0.1300, 0.0809], [0.3846, -0.0036, -0.1079], [-0.0850, -0.9992, -0.7507], [-0.8056, -2.2862, 0.4446], [0.1726, 0.0876, -0.0232], [5.4995, -1.8040, -1.0087], [0.7779, 0.9817, -0.8580], [-0.2068, -0.0628, 0.0942], [0.0404, -0.1543, -0.4493], [-1.0214, -1.0396, -0.7339], [-0.2833, 0.3712, 0.8791], [-0.4181, 0.1820, -0.0687], [-0.5525, 1.2015, 1.5126], [-0.4224, 0.0226, 0.2022], [0.3194, -0.3521, -2.3599], [0.0153, 0.0130, -0.1329], [-0.2676, 0.8441, -0.8599], [-0.0084, -0.3099, -0.2645], [-1.1906, 0.6419, -1.0535], [0.2937, 0.2014, -0.2082], [0.9257, -2.7216, -0.2853], [1.7304, -0.7757, 2.0504], [-1.2453, -8.5707, 1.8983], [-0.5243, 1.2668, -0.1317], [-0.2008, 0.2809, 0.3619], [0.3924, 0.9665, -2.1075], [-0.0765, 0.2250, -0.0471], [-0.0952, 1.1146, 0.2908], [0.0186, 0.1316, 0.1415], [0.1098, 1.6631, -1.2012], [-0.4773, 1.2181, 2.3652], [0.0661, -0.1604, 0.0104], [0.0621, -0.1248, -0.0025], [-0.0608, -0.1942, -0.0373], [0.5379, -0.5426, 2.6101]], "max_force_ha_per_bohr": 0.19495, "orbital_gap_ev": 7.4, "homo_energy_ev": -7.929, "e_tot_ev": -185204.1313}